[1]
ORCA calculation (wB97M-V/def2-TZVPD) on a 2-piece molecular cluster, CH3PSi overall.

CARTESIAN COORDINATES (ANGSTROEM)
C  0.55825  -0.01726  -0.95763
Si  -0.40101  -0.51772  0.53161
P  -1.01325  0.46249  -1.28881
H  1.56063  -0.00481  -1.50576
H  -1.18164  -1.51350  1.20071
H  0.47701  1.59079  2.01986

## Properties
Charge: 0
DFT total energy, eV: -18245.9581
Multiplicity: 1
ΔE to the lowest compared entry with this formula, charge and spin, kJ/mol: 357.8
Gap between HOMO and LUMO (alpha / beta), eV: 8.557 / 7.190



[2]
ORCA calculation (wB97M-V/def2-TZVPD) on the molecule C4H5N3.

CARTESIAN COORDINATES (ANGSTROEM)
C  3.29028  -0.80543  0.60223
C  2.51850  -0.22000  -0.14135
C  -1.73905  1.28786  0.25444
C  -0.19057  -1.07837  -0.14242
N  -0.47832  1.36244  -0.04200
N  1.53109  0.55002  -0.27451
N  0.29622  0.33911  -0.21384
H  -2.29695  2.18917  0.33083
H  -2.29067  0.37431  0.16882
H  0.48756  -1.66576  0.50829
H  -1.16128  -0.98769  0.18697
H  0.03319  -1.34566  -1.23745

## Properties
Charge: 0
DFT total energy, eV: -8691.2515
Multiplicity: 1
ΔE to the lowest compared entry with this formula, charge and spin, kJ/mol: 826.0
Gap between HOMO and LUMO, eV: 7.761